# 1
C6H16N2 in the gas phase, computed with ωB97M-V/def2-TZVPD.

Summary:
LUMO level: 1.08 eV
energy above the lowest of the compared OMol25 structures with the same formula, charge and spin: 116.4 kJ/mol
total charge: 0
total energy: -9460.8679 eV

Last column: Mulliken charge in e.
Atoms and positions in Å:
C (-0.0116, 0.3189, -0.7960)  -0.6741
N (0.1953, -0.8880, -1.5932)  -0.3166
C (0.9199, -0.6699, -2.8324)  -0.3157
C (0.6922, -1.8065, -3.8187)  -1.2222
C (-0.4349, -0.1010, 0.6267)  -0.6769
N (-0.2019, 0.9991, 1.5560)  -0.3744
C (-0.2793, 0.5252, 2.9630)  -0.2523
C (-0.5645, 1.6720, 3.8879)  -1.2229
H (0.9052, 0.9064, -0.8092)  0.4340
H (-0.8053, 0.9879, -1.1820)  0.2459
H (-0.7108, -1.2887, -1.8058)  0.2326
H (0.6953, 0.3127, -3.2905)  0.2970
H (1.9778, -0.5678, -2.5497)  0.2829
H (-0.1719, -1.6731, -4.4655)  0.3271
H (0.5493, -2.7743, -3.3305)  0.3626
H (1.6396, -2.0876, -4.2996)  0.3402
H (-1.4861, -0.4231, 0.6536)  0.3090
H (0.1926, -0.9619, 0.8598)  0.4186
H (-0.9260, 1.7003, 1.4759)  0.2353
H (-1.0249, -0.2880, 2.9572)  0.3212
H (0.6833, 0.0818, 3.2287)  0.2306
H (0.2482, 2.4022, 3.9425)  0.3190
H (-0.5994, 1.4078, 4.9547)  0.3664
H (-1.4823, 2.2156, 3.6671)  0.3326

# 2
C3H4Cl2 in the gas phase, computed with ωB97M-V/def2-TZVPD.

Summary:
LUMO level: 1.03 eV
energy above the lowest of the compared OMol25 structures with the same formula, charge and spin: 207.8 kJ/mol
total charge: 0
total energy: -28218.0058 eV

Last column: Mulliken charge in e.
Atoms and positions in Å:
C (-0.0341, 0.6573, 0.0744)  -0.3193
C (0.7875, -0.4240, 0.6067)  -0.2093
C (-0.6640, -0.6073, -0.5920)  -0.2923
Cl (2.0836, -1.2374, -0.0812)  -0.1767
Cl (-2.1244, -1.2270, 0.0546)  -0.1863
H (-0.6903, 1.1441, 0.7357)  0.2910
H (0.4814, 1.3464, -0.6164)  0.2093
H (0.9247, -0.7504, 1.6615)  0.3204
H (-0.3794, -1.1608, -1.5259)  0.3631

# 3
C2H3NiO3 as an isolated structure, computed with ωB97M-V/def2-TZVPD.

Summary:
LUMO level (spin up / spin down): -7.11 / -8.11 eV
energy above the lowest of the compared OMol25 structures with the same formula, charge and spin: 0.0 kJ/mol
total charge: +1
spin multiplicity: 3
total energy: -49298.2944 eV

Last column: Mulliken spin population.
Atoms and positions in Å:
O (1.6437, 0.8074, 0.7636)  0.2034
Ni (2.1130, 1.6535, -0.8603)  1.6351
O (-0.4469, 0.0631, 0.7748)  0.0104
C (0.4530, 0.9001, 0.3293)  -0.0300
O (0.1829, 1.7176, -0.5948)  0.1827
C (-0.8874, -1.0766, 0.0360)  -0.0014
H (-1.9746, -0.9837, -0.0325)  -0.0010
H (-0.4781, -1.0866, -0.9797)  0.0004
H (-0.6055, -1.9948, 0.5636)  0.0004

# 4
A 12-piece molecular cluster, C44H75Cl2N10O9 overall, computed with ωB97M-V/def2-TZVPD.

Summary:
LUMO level: 1.69 eV
total charge: -1
total energy: -105197.3917 eV

Last column: Mulliken charge in e.
Atoms and positions in Å:
C (17.2119, 26.1752, -10.6205)  0.2445
C (17.1495, 27.0029, -11.9130)  -1.0717
N (17.3925, 28.5650, -11.8893)  0.6024
C (17.2758, 29.0678, -13.3732)  -0.9403
C (16.3661, 29.2564, -10.9902)  0.4071
C (14.8189, 29.1610, -11.4375)  -1.6299
C (18.7790, 28.8373, -11.2544)  -0.2955
C (20.0547, 28.4086, -12.0874)  -0.9717
O (20.0986, 26.9477, -12.2204)  0.2390
C (21.2571, 26.3744, -12.7352)  -0.6892
H (16.9178, 25.1548, -10.8661)  -0.2155
H (16.4456, 26.4058, -9.8804)  -0.3851
H (18.1860, 26.1823, -10.1314)  0.3090
H (16.1106, 26.9262, -12.2336)  1.1174
H (17.8732, 26.5697, -12.6034)  0.1121
H (17.8808, 28.4899, -14.0718)  0.1585
H (17.6268, 30.0769, -13.5888)  0.3972
H (16.2427, 29.0181, -13.7174)  0.3939
H (16.7604, 30.2599, -11.1504)  0.5223
H (16.4457, 28.8034, -10.0020)  -0.1639
H (14.6773, 28.0836, -11.3521)  0.3988
H (14.6281, 29.5845, -12.4235)  0.5086
H (14.1179, 29.5085, -10.6785)  0.0994
H (18.8283, 28.3651, -10.2733)  0.1879
H (18.8691, 29.8932, -10.9995)  0.3244
H (20.9629, 28.8240, -11.6508)  0.2263
H (20.0551, 28.9390, -13.0397)  0.3394
H (21.0871, 25.3159, -12.9322)  0.1562
H (22.1439, 26.3391, -12.1023)  0.3127
H (21.4329, 26.6866, -13.7646)  0.1294
Cl (18.3956, 30.2918, -7.5637)  1.5792
O (17.8939, 29.0077, -7.9325)  -0.3851
O (19.7699, 30.1904, -7.6178)  -0.7568
O (17.9899, 31.3684, -8.4377)  -0.6462
O (18.2262, 30.7283, -6.1760)  -0.7528
Cl (13.6321, 24.4441, -12.2751)  1.7522
O (14.6234, 23.4427, -12.3073)  -0.6845
O (12.3119, 23.8133, -12.2024)  -0.7441
O (13.7459, 25.1070, -11.0377)  -0.5844
O (13.8490, 25.3406, -13.3849)  -0.7203
C (11.0531, 30.5788, -9.4165)  -0.6960
C (11.0849, 30.4056, -10.9250)  -0.3825
C (10.7139, 28.9986, -11.6178)  -0.4449
C (11.1525, 27.8282, -10.8413)  0.1971
N (11.4610, 26.9341, -10.1366)  -0.4242
H (11.9179, 29.9923, -9.1063)  -0.1086
H (10.1293, 30.1216, -9.0621)  0.3272
H (11.1177, 31.6185, -9.0959)  0.3870
H (11.9727, 30.8214, -11.4015)  0.0604
H (10.3080, 31.0623, -11.3165)  0.4677
H (11.1652, 28.8186, -12.5935)  0.2698
H (9.6266, 28.9214, -11.6151)  0.3722
C (22.0162, 25.1898, -16.5355)  -0.4133
C (21.7720, 26.2466, -17.6323)  -0.6934
C (21.1905, 27.5603, -17.0721)  -0.2226
C (22.0680, 28.4643, -16.3425)  0.2438
N (22.7598, 29.1730, -15.7862)  -0.4482
H (23.0672, 25.2751, -16.2594)  0.3450
H (21.8357, 24.2180, -16.9949)  0.3640
H (21.3374, 25.3367, -15.6954)  -0.2919
H (21.1148, 25.8009, -18.3788)  0.3674
H (22.7157, 26.4090, -18.1531)  0.3283
H (20.3714, 27.2812, -16.4092)  0.0757
H (20.8807, 28.2460, -17.8607)  0.3905
C (15.3867, 28.6439, -5.1697)  -0.8223
C (14.4536, 29.8431, -5.5691)  -0.8765
C (14.2346, 30.1161, -7.1135)  -0.0477
C (14.0810, 28.8520, -7.8821)  0.2544
N (13.9459, 27.8427, -8.4757)  -0.3266
H (15.4081, 27.7065, -5.7255)  0.1291
H (15.1169, 28.4132, -4.1391)  0.4200
H (16.4179, 28.9961, -5.1444)  0.2225
H (14.7655, 30.7621, -5.0728)  0.3864
H (13.4468, 29.7102, -5.1732)  0.4017
H (15.1959, 30.5571, -7.3773)  -0.1536
H (13.5186, 30.9150, -7.3061)  0.4052
C (19.9606, 24.5733, -5.8879)  -1.2718
C (18.7344, 25.2108, -6.7409)  0.7982
C (17.4199, 24.9736, -6.0335)  -0.4029
C (16.2623, 25.0740, -6.9670)  0.1302
N (15.2829, 25.2024, -7.6656)  -0.5672
H (20.8625, 25.1223, -6.1589)  0.3224
H (19.9256, 23.5381, -6.2274)  0.2310
H (19.7732, 24.5165, -4.8157)  0.3884
H (18.7028, 24.8075, -7.7530)  -0.3268
H (19.0239, 26.2616, -6.7552)  0.0002
H (17.2593, 25.8103, -5.3536)  0.3483
H (17.2965, 24.0112, -5.5367)  0.4350
C (16.1201, 33.6215, -10.3524)  -1.1469
C (14.9500, 33.3085, -11.3491)  0.1734
C (15.2572, 33.7812, -12.7296)  -0.7574
C (16.2242, 33.0381, -13.5226)  0.3500
N (16.9775, 32.4673, -14.1400)  -0.5182
H (17.0196, 33.1185, -10.7073)  0.2284
H (15.8318, 33.1739, -9.4013)  0.2557
H (16.3562, 34.6855, -10.3658)  0.4635
H (14.0682, 33.9031, -11.1105)  0.2924
H (14.8591, 32.2286, -11.2326)  -0.0990
H (15.5251, 34.8360, -12.7898)  0.3700
H (14.3455, 33.7878, -13.3271)  0.3628
N (24.4666, 24.8774, -7.6405)  0.0500
C (24.2463, 25.5320, -8.7748)  -0.7172
C (23.1164, 24.9688, -9.3153)  0.2362
C (22.6517, 23.9095, -8.4766)  0.1242
C (23.5535, 23.7919, -7.4611)  -0.9115
H (25.2181, 25.0539, -6.9892)  0.1859
H (24.8758, 26.3823, -8.9919)  0.3894
H (22.5589, 25.1764, -10.2166)  0.1816
H (21.7997, 23.2831, -8.6960)  0.0272
H (23.6256, 23.1863, -6.5698)  0.3583
N (18.8383, 23.8780, -13.9199)  0.1898
C (19.9025, 23.0740, -13.9456)  -0.2787
C (19.4849, 21.7218, -13.7920)  -0.9128
C (18.1103, 21.7645, -13.6237)  -0.5569
C (17.6883, 23.1312, -13.8574)  -0.6548
H (18.9297, 24.8770, -14.0370)  0.0736
H (20.8677, 23.4455, -14.2565)  0.4071
H (20.1126, 20.8791, -14.0417)  0.4750
H (17.3481, 21.0344, -13.3947)  0.4753
H (16.6903, 23.5360, -13.9379)  0.5723
N (18.4442, 22.7450, -10.8150)  0.6937
C (19.5750, 22.6043, -10.0299)  -0.4811
C (19.1453, 22.1356, -8.7597)  -0.7108
C (17.7629, 22.1618, -8.7554)  -1.0175
C (17.3616, 22.5675, -10.0319)  -0.3775
H (18.4099, 23.1349, -11.7461)  0.1762
H (20.5572, 22.8650, -10.3956)  0.4355
H (19.8283, 21.9948, -7.9350)  0.5511
H (17.0480, 21.8210, -8.0211)  0.4770
H (16.4408, 22.7342, -10.5711)  0.5451
N (23.3762, 30.6943, -11.5115)  0.0067
C (22.6397, 31.3131, -12.5263)  -0.8637
C (21.5322, 31.8750, -11.9723)  -0.2289
C (21.4984, 31.5916, -10.6133)  -0.0674
C (22.5721, 30.8112, -10.3733)  -0.8986
H (24.2241, 30.1466, -11.5470)  0.2096
H (23.0350, 31.4108, -13.5266)  0.4146
H (20.7734, 32.4191, -12.5151)  0.4775
H (20.7652, 32.0167, -9.9439)  0.5019
H (22.8372, 30.5475, -9.3601)  0.4386

Looking at largest force on an atom for the records above, in order, we have 1.5, 3.6, 3.2, 6.4 eV/Å.